(1)
Here is C16H29N4P2SSeTi as an isolated structure from OMol25. Energies are from wB97M-V/def2-TZVPD.

Atoms and positions in Å:
Ti (-0.030, -0.142, 0.227)
C (4.441, 1.150, -3.859)
C (3.730, -0.196, -3.853)
N (2.308, -0.074, -3.550)
C (1.822, 0.050, -2.314)
S (0.078, 0.184, -2.177)
N (2.672, 0.062, -1.312)
N (2.098, 0.187, -0.098)
C (2.876, 0.366, 0.921)
C (4.364, 0.431, 0.820)
C (2.204, 0.458, 2.220)
C (2.876, 0.707, 3.411)
C (2.161, 0.755, 4.594)
C (0.790, 0.541, 4.572)
C (0.189, 0.293, 3.354)
N (0.872, 0.268, 2.210)
H (5.498, 1.018, -4.089)
H (4.357, 1.622, -2.880)
H (4.008, 1.816, -4.605)
H (4.179, -0.858, -3.113)
H (3.809, -0.680, -4.825)
H (1.639, -0.122, -4.298)
H (4.658, 0.539, -0.218)
H (4.799, -0.493, 1.209)
H (4.765, 1.264, 1.398)
H (3.946, 0.851, 3.412)
H (2.669, 0.944, 5.530)
H (0.199, 0.547, 5.477)
H (-0.872, 0.085, 3.283)
C (-3.321, 0.217, -1.230)
P (-2.585, 0.291, 0.433)
C (-3.624, -0.802, 1.437)
C (-2.976, 1.980, 1.037)
C (-2.137, 3.031, 0.299)
P (-0.344, 2.610, 0.381)
C (0.217, 3.483, 1.886)
C (0.393, 3.615, -0.946)
H (-4.390, 0.428, -1.206)
H (-3.156, -0.784, -1.630)
H (-2.824, 0.927, -1.892)
H (-4.663, -0.470, 1.436)
H (-3.252, -0.826, 2.461)
H (-3.555, -1.812, 1.035)
H (-2.749, 1.993, 2.108)
H (-4.045, 2.179, 0.936)
H (-2.305, 4.027, 0.713)
H (-2.417, 3.072, -0.756)
H (0.029, 4.555, 1.817)
H (1.289, 3.321, 2.011)
H (-0.289, 3.086, 2.766)
H (0.131, 4.668, -0.842)
H (0.053, 3.238, -1.910)
H (1.477, 3.505, -0.908)
Se (-0.391, -2.272, 0.608)

HOMO level = -10.63 eV
charge = +1

These are the Mulliken partial charges, in e, on atoms 1 to 6: -0.1331, -1.0424, -0.4280, -0.1385, 0.5593, -0.5737


(2)
Here is a 3-piece molecular cluster, C16H29N5O9P overall from OMol25. Energies are from wB97M-V/def2-TZVPD.

Atoms and positions in Å:
C (1.916, 4.548, 0.364)
C (1.556, 3.159, -0.138)
C (1.812, 2.147, 0.975)
N (1.079, 0.892, 0.821)
N (1.618, -0.116, 0.074)
C (0.806, -1.157, 0.108)
C (0.969, -2.472, -0.538)
C (1.325, -3.592, 0.455)
C (1.939, -3.198, 1.760)
N (1.139, -4.813, 0.188)
N (-0.269, -0.882, 0.851)
C (-0.067, 0.362, 1.278)
N (-0.984, 0.942, 2.109)
P (-1.068, 2.442, 2.843)
O (-2.355, 2.582, 3.507)
O (0.119, 2.594, 3.904)
O (-0.892, 3.541, 1.716)
H (1.749, 5.298, -0.397)
H (1.325, 4.825, 1.231)
H (2.956, 4.574, 0.680)
H (2.190, 2.950, -0.991)
H (0.524, 3.127, -0.475)
H (1.689, 2.608, 1.949)
H (2.863, 1.885, 0.902)
H (2.503, -0.102, -0.425)
H (0.000, -2.737, -0.944)
H (1.696, -2.471, -1.346)
H (1.237, -2.643, 2.378)
H (2.262, -4.070, 2.307)
H (2.782, -2.541, 1.546)
H (0.722, -4.933, -0.737)
H (-1.766, 0.335, 2.355)
H (0.508, 1.722, 4.049)
H (-1.028, 4.383, 2.177)
C (-5.543, -2.968, 0.628)
C (-4.967, -1.903, 1.527)
C (-3.489, -1.647, 1.334)
O (-3.086, -1.206, 2.637)
C (-3.950, -1.753, 3.547)
O (-3.780, -1.742, 4.715)
O (-5.005, -2.309, 2.908)
H (-5.086, -3.936, 0.837)
H (-6.612, -3.075, 0.800)
H (-5.384, -2.716, -0.421)
H (-5.540, -0.977, 1.435)
H (-3.275, -0.872, 0.600)
H (-2.922, -2.546, 1.083)
C (0.576, 0.322, -4.873)
C (1.824, 1.053, -4.449)
C (3.116, 0.439, -4.935)
O (4.041, 0.824, -3.901)
C (3.343, 0.998, -2.776)
O (3.831, 1.140, -1.690)
O (2.013, 0.992, -3.012)
H (0.556, -0.684, -4.452)
H (-0.312, 0.840, -4.512)
H (0.519, 0.254, -5.958)
H (1.761, 2.107, -4.730)
H (3.439, 0.826, -5.898)
H (3.080, -0.651, -4.980)

HOMO level = -13.03 eV
charge = +1

These are the Mulliken partial charges, in e, on atoms 1 to 6: -1.5502, 0.3078, -1.1980, 0.2746, -0.0584, -0.0877


(3)
Here is C16H29NO24S6 as an isolated structure from OMol25. Energies are from wB97M-V/def2-TZVPD.

Atoms and positions in Å:
C (-3.896, -1.012, 4.937)
C (-4.687, -1.674, 3.792)
O (-5.531, -0.650, 3.377)
S (-6.196, 0.106, 4.689)
O (-7.219, -0.815, 5.253)
O (-6.449, 1.511, 4.427)
O (-4.771, -0.085, 5.478)
H (-3.064, -0.394, 4.601)
H (-3.539, -1.551, 5.815)
H (-5.271, -2.558, 4.050)
H (-4.001, -2.066, 3.041)
C (-3.295, 6.511, 4.457)
C (-4.288, 7.383, 3.665)
O (-3.440, 8.223, 2.872)
S (-2.040, 7.392, 2.497)
O (-0.881, 8.262, 2.268)
O (-2.232, 6.292, 1.531)
O (-2.010, 6.774, 4.001)
H (-3.353, 5.423, 4.439)
H (-3.290, 6.869, 5.487)
H (-4.948, 7.964, 4.310)
H (-4.843, 6.711, 3.010)
C (-5.934, 3.444, -3.149)
C (-6.330, 4.081, -1.726)
O (-6.712, 5.431, -1.991)
S (-6.193, 5.827, -3.528)
O (-5.291, 6.978, -3.512)
O (-7.406, 5.888, -4.333)
O (-5.316, 4.459, -3.830)
H (-6.829, 3.117, -3.676)
H (-5.215, 2.639, -2.994)
H (-5.500, 4.080, -1.019)
H (-7.094, 3.519, -1.190)
C (5.436, 4.108, -0.173)
C (4.316, 5.114, 0.141)
O (4.963, 6.314, 0.426)
S (6.322, 6.465, -0.576)
O (7.430, 7.150, 0.121)
O (5.987, 6.920, -1.920)
O (6.621, 4.840, -0.559)
H (5.191, 3.460, -1.014)
H (5.737, 3.470, 0.658)
H (3.656, 4.913, 0.985)
H (3.593, 5.237, -0.665)
C (8.574, -8.744, 0.650)
C (9.417, -8.490, -0.588)
O (8.469, -8.418, -1.646)
S (6.933, -8.032, -1.176)
O (5.943, -9.067, -1.506)
O (6.561, -6.642, -1.455)
O (7.340, -8.167, 0.458)
H (9.047, -8.169, 1.447)
H (8.397, -9.789, 0.901)
H (10.093, -9.332, -0.735)
H (10.022, -7.587, -0.513)
C (1.726, -1.741, -1.247)
C (1.158, -2.692, -0.268)
O (0.508, -1.881, 0.642)
S (0.095, -0.383, 0.053)
O (0.083, 0.684, 1.102)
O (-1.060, -0.556, -0.739)
O (1.472, -0.397, -0.851)
H (1.344, -2.002, -2.234)
H (2.815, -1.790, -1.239)
H (1.847, -3.446, 0.113)
H (0.341, -3.276, -0.692)
N (0.426, -7.472, -4.181)
C (-0.835, -7.257, -3.667)
C (-1.392, -6.153, -4.273)
C (-0.488, -5.643, -5.215)
C (0.602, -6.504, -5.200)
H (1.132, -8.131, -3.886)
H (-1.116, -7.906, -2.851)
H (-2.360, -5.760, -4.000)
H (-0.753, -4.801, -5.838)
H (1.475, -6.527, -5.836)

HOMO level = -8.45 eV
charge = 0

These are the Mulliken partial charges, in e, on atoms 1 to 6: -0.2377, -0.2549, -0.3204, 1.0866, -0.5252, -0.4898


(4)
Here is C16H30As2N4O2Pd as an isolated structure from OMol25. Energies are from wB97M-V/def2-TZVPD.

Atoms and positions in Å:
Pd (-0.079, 1.198, 0.335)
N (1.257, -0.893, 0.447)
C (2.478, -0.075, 0.544)
C (3.528, -0.632, 1.519)
C (4.979, -0.405, 1.087)
C (5.472, 1.045, 1.149)
N (4.877, 1.908, 0.147)
C (5.353, 2.277, -1.031)
N (4.588, 3.086, -1.769)
N (6.529, 1.877, -1.509)
C (1.910, 1.303, 0.988)
O (2.126, 2.288, 0.225)
O (1.214, 1.348, 2.028)
H (1.034, -1.293, 1.364)
H (1.348, -1.657, -0.218)
H (2.891, 0.038, -0.468)
H (3.385, -1.714, 1.592)
H (3.363, -0.212, 2.514)
H (5.126, -0.804, 0.082)
H (5.609, -0.979, 1.766)
H (6.558, 1.057, 1.045)
H (5.230, 1.468, 2.126)
H (3.916, 2.210, 0.331)
H (3.684, 3.353, -1.415)
H (4.901, 3.462, -2.649)
H (7.131, 1.252, -1.000)
H (6.879, 2.256, -2.374)
C (-3.016, -0.882, -0.758)
As (-2.409, 0.640, 0.322)
C (-3.426, 0.328, 1.970)
C (-3.281, 2.211, -0.477)
C (-4.578, 2.100, -0.970)
C (-5.198, 3.180, -1.578)
C (-4.517, 4.378, -1.717)
C (-3.227, 4.502, -1.228)
C (-2.609, 3.433, -0.587)
As (-0.801, 3.634, 0.159)
C (-0.273, 5.508, -0.188)
C (-1.216, 3.757, 2.072)
H (-4.091, -1.029, -0.637)
H (-2.503, -1.787, -0.419)
H (-2.785, -0.730, -1.814)
H (-4.491, 0.481, 1.770)
H (-3.119, 1.001, 2.771)
H (-3.272, -0.705, 2.297)
H (-5.106, 1.155, -0.881)
H (-6.206, 3.079, -1.954)
H (-4.989, 5.214, -2.210)
H (-2.689, 5.432, -1.354)
H (-1.021, 6.180, 0.242)
H (-0.149, 5.707, -1.255)
H (0.683, 5.675, 0.316)
H (-2.064, 4.423, 2.261)
H (-0.340, 4.141, 2.601)
H (-1.424, 2.754, 2.466)

energy relative to the best compared isomer or geometry (same formula, charge and spin) = 35.30 kcal/mol
HOMO level (spin up / spin down) = -14.45 / -14.45 eV
charge = +2

These are the Mulliken partial charges, in e, on atoms 1 to 6: -0.6156, -0.6979, 0.7824, -0.8452, -0.5410, -1.1158


Calculated total energy values, unit Ha, following the record order: -5177.8266; -1919.3019; -4876.3921; -5596.0944.